80
Properties=species:S:1:pos:R:3:forces:R:3:mulliken_charge:R:1 method="wB97M-V/def2-TZVPD" de_lowest_ev=1.2024 total_charge=-2 homo_energy_ev=-1.686 gap_ev=5.813
La 0.8826 0.6477 -0.2001 1.158 -0.511 -1.088 1.336
Br 8.1477 0.8315 0.5628 0.025 0.002 -0.002 -0.304
C 6.2495 0.7714 0.2799 -0.007 0.001 -0.002 0.105
C 5.3999 0.8661 1.3630 0.022 0.022 -0.037 -0.678
C 4.0279 0.8248 1.1235 -0.066 0.090 0.155 -0.098
C 3.4411 0.6814 -0.1406 0.955 -0.327 -0.012 -0.169
C 4.3778 0.5795 -1.1828 -0.016 -0.015 -0.033 -0.082
C 5.7569 0.6342 -1.0044 0.001 -0.012 0.034 -0.549
H 5.7959 0.9843 2.3641 -0.009 -0.006 0.012 0.378
H 3.3975 0.9429 2.0077 -0.034 -0.009 -0.003 0.323
H 4.0326 0.4456 -2.2050 -0.019 -0.013 -0.017 0.297
H 6.4369 0.5622 -1.8444 -0.001 0.000 -0.018 0.369
F 1.8460 6.5362 0.6665 -0.090 -0.133 0.053 -0.285
C 1.5120 5.2281 0.8238 -0.086 0.098 0.094 0.565
F 0.1751 5.1633 0.7587 0.158 0.028 0.069 -0.218
F 1.8633 4.8864 2.0721 -0.060 0.074 -0.134 -0.249
C 2.1705 4.2662 -0.2222 0.094 0.037 -0.067 0.323
O 1.8225 3.0209 0.0154 -0.102 -0.171 -0.197 0.050
C 3.7311 4.4486 -0.1309 0.097 0.024 0.020 0.386
F 4.1570 5.7238 -0.3498 0.012 -0.195 0.060 -0.289
F 4.1730 4.1026 1.0850 0.016 0.026 -0.156 -0.243
F 4.3547 3.6787 -1.0279 -0.036 0.115 0.117 -0.233
C 1.7185 4.7074 -1.6573 -0.011 0.087 -0.102 0.298
F 0.3844 4.6769 -1.7801 0.146 0.016 -0.054 -0.226
F 2.2122 3.8668 -2.5847 -0.076 0.093 0.074 -0.253
F 2.1155 5.9562 -2.0134 -0.099 -0.186 -0.013 -0.284
F 2.3882 -1.5404 -2.3247 0.059 -0.054 0.079 -0.355
C 1.4294 -1.7467 -1.2969 0.288 -0.205 -0.509 -0.004
F 2.2078 -2.0011 -0.1426 -0.099 -0.137 -0.109 -0.310
C 0.8768 -3.1150 -1.6669 -0.096 -0.030 0.032 0.446
F 0.3310 -3.0861 -2.9113 0.025 -0.022 0.143 -0.309
F -0.0935 -3.5074 -0.8232 0.135 -0.050 -0.080 -0.175
F 1.7985 -4.1135 -1.6862 -0.146 0.097 -0.034 -0.336
O -0.1921 1.8559 1.5916 -0.554 0.452 0.657 -0.622
N -0.9842 2.4586 0.8193 -0.030 0.032 -0.056 1.225
O -1.8885 3.1367 1.2300 -0.293 0.256 0.124 -0.749
O -0.7976 2.2904 -0.4306 -1.163 0.878 0.005 -0.543
C 2.1376 -1.4587 3.6678 0.011 0.028 0.046 -1.567
C 0.8367 -1.9307 3.0756 0.021 0.011 -0.033 -0.017
C 0.2453 -3.1181 3.4973 0.010 -0.013 0.012 -1.060
C -0.9419 -3.5117 2.8922 -0.015 -0.032 0.001 0.811
C -1.6151 -4.7900 3.3287 -0.012 -0.053 0.005 -1.688
C -1.5240 -2.7670 1.8813 -0.189 0.027 -0.217 -1.037
C -0.9562 -1.5574 1.3708 0.119 -0.045 0.355 1.033
C 0.2318 -1.1897 2.0860 0.006 -0.100 0.062 -0.024
N -1.3126 -0.7473 0.3622 0.262 -0.054 0.212 0.800
C -2.4744 -0.8294 -0.5014 -0.031 0.039 -0.084 1.716
C -3.2529 -2.1574 -0.6038 0.172 -0.067 -0.133 -2.021
C -4.3819 -2.0654 -1.6396 0.006 -0.013 0.024 0.451
C -5.3732 -0.9785 -1.2155 -0.023 -0.021 0.015 -1.603
C -4.6408 0.3604 -1.1221 0.053 -0.026 0.003 0.559
C -4.0650 0.7100 -2.4978 -0.029 0.037 -0.011 -1.502
C -3.0883 -0.3830 -2.9383 0.012 -0.040 -0.019 0.526
C -3.8149 -1.7266 -3.0168 -0.018 0.022 -0.049 -1.600
C -1.9584 -0.4976 -1.9160 0.039 0.006 -0.120 -1.210
C -3.4948 0.2601 -0.1087 0.037 0.059 0.072 -1.099
H 2.4110 -2.0582 4.5377 0.004 -0.001 0.003 0.398
H 2.0753 -0.4137 3.9799 -0.007 0.003 -0.001 0.285
H 2.9448 -1.5287 2.9360 0.010 -0.016 -0.025 0.240
H 0.7008 -3.7184 4.2764 0.009 -0.017 0.020 0.195
H -1.0332 -5.2964 4.1008 0.005 0.005 0.001 0.357
H -1.7320 -5.4798 2.4892 0.003 0.007 -0.006 0.306
H -2.6121 -4.5963 3.7317 -0.019 0.013 0.004 0.330
H -2.4221 -3.1758 1.4502 -0.036 0.013 -0.024 0.138
H 0.7155 -0.2441 1.8705 -0.107 -0.128 0.742 0.297
H -3.7056 -2.3924 0.3556 -0.069 -0.007 0.128 0.753
H -2.5644 -2.9691 -0.8636 -0.048 0.046 0.039 0.237
H -4.8954 -3.0327 -1.6822 -0.010 0.000 -0.012 0.263
H -5.8126 -1.2327 -0.2452 -0.001 -0.011 0.017 0.543
H -6.1937 -0.9147 -1.9409 -0.010 0.006 -0.003 0.550
H -5.3339 1.1459 -0.8041 -0.023 0.001 -0.013 0.303
H -3.5480 1.6719 -2.4452 0.024 0.020 -0.004 0.494
H -4.8736 0.8080 -3.2329 -0.012 0.003 0.003 0.558
H -2.6691 -0.1313 -3.9179 -0.003 0.003 -0.013 0.377
H -3.1179 -2.5068 -3.3365 0.022 -0.013 -0.006 0.489
H -4.6230 -1.6801 -3.7574 -0.005 -0.002 0.001 0.578
H -1.4369 0.4668 -1.8703 -0.061 0.004 -0.005 0.453
H -1.2319 -1.2587 -2.2194 -0.102 0.053 0.031 -0.520
H -3.8774 0.0283 0.8919 -0.020 0.011 -0.010 0.351
H -2.9798 1.2220 -0.0434 -0.070 -0.109 -0.015 0.016


15
Properties=species:S:1:pos:R:3:forces:R:3:mulliken_charge:R:1 method="wB97M-V/def2-TZVPD" de_lowest_ev=0.0000 total_charge=+1 homo_energy_ev=-13.607 gap_ev=6.748
O -4.9023 -1.3565 3.0744 -2.601 1.280 -0.595 -0.497
C -4.0187 -0.5774 2.3332 1.451 1.618 -1.207 -0.118
C -2.7149 -1.2669 1.9204 -0.324 0.065 -1.044 -0.735
O -1.8164 -1.5444 2.9721 -0.879 -0.833 1.410 -0.332
C -2.0935 -2.7580 3.7261 3.293 1.233 -1.287 -0.691
H -3.7410 0.3493 2.8806 -0.280 -0.470 -0.080 0.265
H -4.4923 -0.2388 1.3866 -0.009 -0.293 0.523 0.326
H -2.1828 -0.5996 1.2219 -0.186 -0.257 0.289 0.371
H -2.9446 -2.2013 1.3704 0.064 0.159 0.036 0.373
H -1.4863 -2.6010 4.6360 -0.515 -0.657 -0.263 0.448
H -1.7266 -3.5847 3.0776 -0.509 -0.010 0.786 0.451
In -4.1411 -2.7468 4.0202 0.821 -1.796 1.469 1.081
H -2.1988 -5.2101 5.0683 -0.591 -0.415 0.271 0.354
O -3.0562 -5.0276 5.4908 -0.130 0.830 -0.291 -0.635
H -3.6379 -5.7906 5.4446 0.396 -0.456 -0.018 0.338


34
Properties=species:S:1:pos:R:3:forces:R:3:nbo_charge:R:1 method="wB97M-V/def2-TZVPD" multiplicity=5 de_lowest_ev=0.0000 total_charge=+3 homo_energy_ev="-19.656 / -19.624" gap_ev="7.119 / 6.896" s2=6.055
Mn -0.5714 0.3607 0.7633 4.957 0.045 0.739 0.848
H 1.8285 -1.4168 -0.6434 1.919 -0.572 0.474 -0.155
H -0.8770 -1.1488 0.0134 -0.849 -4.354 -2.002 0.334
P 0.3136 1.9012 -1.1637 1.168 1.079 -0.953 1.142
C 2.0308 2.5340 -1.2953 -0.056 0.009 0.533 -0.931
H 2.1999 3.0244 -2.2751 -0.210 -0.265 0.510 0.306
H 2.2607 3.2259 -0.4660 -0.094 -0.157 -0.447 0.294
H 2.6893 1.6475 -1.1909 -0.254 0.471 -0.149 0.275
C 0.3455 0.6411 -2.5013 -0.480 -0.868 0.171 -0.962
H -0.6599 0.2665 -2.7683 0.374 0.318 0.070 0.267
H 0.8000 1.1114 -3.3989 -0.270 0.019 0.530 0.330
H 0.9780 -0.2316 -2.2439 -0.179 0.636 -0.076 0.267
C -0.9689 3.1733 -1.5262 -0.117 -0.309 0.606 -0.936
H -1.0699 3.8490 -0.6525 0.123 -0.232 -0.529 0.298
H -0.6783 3.7522 -2.4273 0.006 -0.381 0.464 0.321
H -1.9415 2.6687 -1.6956 0.512 0.285 -0.007 0.278
C -2.1732 1.1387 0.9493 -10.564 3.931 0.422 0.369
O -3.2528 1.5881 1.0625 5.575 -2.135 -0.438 -0.259
H -1.3631 -2.8506 0.1396 -0.067 -0.058 0.451 0.464
H -1.7516 -2.0589 -1.2387 0.000 0.064 -0.115 0.463
H 0.4113 -2.4670 -2.3648 0.026 -0.369 0.329 -0.035
H 0.8987 -3.5526 -0.5572 -0.284 -0.136 -0.287 -0.016
B 0.2476 -2.8465 -1.2456 0.743 0.274 -0.272 0.601
N -0.9911 -2.2266 -0.5728 -0.391 2.324 1.072 -0.950
H 2.5742 -1.7161 -0.4761 -1.838 0.754 -0.396 0.190
H 0.5798 1.5042 0.4253 0.217 0.120 -1.101 -0.009
S -1.2467 -2.5339 4.0859 0.430 1.287 -0.490 0.688
C 0.3348 -1.8593 4.3388 -0.219 0.271 -1.150 -0.373
C 0.6674 -0.9964 3.3295 -0.967 -0.128 -0.240 -0.038
N -0.3738 -0.7796 2.3851 -0.204 -1.508 1.372 -0.692
C -1.4646 -1.5298 2.7166 1.437 -0.271 0.500 -0.189
H 0.9720 -2.1301 5.1690 -0.142 -0.153 0.020 0.311
H 1.6240 -0.4920 3.2059 -0.349 -0.060 0.108 0.259
H -2.3720 -1.5504 2.1192 0.046 0.069 0.280 0.240


16
Properties=species:S:1:pos:R:3:forces:R:3:nbo_charge:R:1 method="wB97M-V/def2-TZVPD" de_lowest_ev=6.1234 total_charge=0 homo_energy_ev=-8.080 gap_ev=8.840 smiles="C=C=N[C@@](C)(O)ON"
C -0.6445 -0.5657 -2.0764 0.171 -0.122 0.026 -0.671
C -0.9159 0.0563 1.2157 -0.251 0.837 0.245 0.611
C -0.3637 0.2301 -0.8277 0.737 -0.167 0.477 0.704
N 1.8874 -0.1862 0.5189 -0.303 0.283 -0.788 -0.527
C -0.7663 0.1858 2.5145 0.537 -0.572 0.386 -0.737
O 0.6089 -0.7273 0.1870 -0.607 0.736 0.313 -0.452
O 0.3249 1.4022 -1.0338 -0.282 -0.450 0.087 -0.684
N -1.4188 0.3052 0.0974 0.033 -0.599 -0.987 -0.640
H 0.9792 1.2530 -1.7328 -0.086 0.060 0.140 0.488
H 1.6893 0.7278 0.9338 0.185 -0.277 0.176 0.347
H 2.2424 -0.8151 1.2358 -0.151 0.099 -0.081 0.355
H 0.2808 -0.7672 -2.6222 -0.034 0.045 0.052 0.218
H -1.3251 -0.0028 -2.7216 0.068 0.013 0.159 0.238
H -1.1131 -1.5148 -1.8178 0.067 0.122 0.042 0.245
H 0.0893 -0.2235 3.0315 -0.240 -0.417 -0.023 0.243
H -1.5547 0.6422 3.0978 0.155 0.409 -0.225 0.264


15
Properties=species:S:1:pos:R:3:forces:R:3:nbo_charge:R:1 method="wB97M-V/def2-TZVPD" de_lowest_ev=3.4111 total_charge=0 homo_energy_ev=-9.685 gap_ev=9.314
C 0.0409 -0.1741 -0.1751 -0.972 -0.529 0.402 -0.821
C -2.0217 0.1331 2.0697 0.287 -0.078 -2.120 -0.300
N -0.0053 1.4250 3.3297 0.742 -0.029 -1.738 0.748
N -2.9770 -0.1325 1.1678 0.517 -0.816 1.577 0.408
O -1.0216 2.0168 3.3078 -1.379 1.831 1.206 -0.357
O 0.8150 1.2661 4.1461 1.027 -0.025 1.819 -0.318
O -3.9313 -0.8583 1.3043 -0.261 0.376 -0.640 -0.361
O -2.6346 0.5095 0.0512 0.073 0.181 -0.657 -0.508
O 0.3043 0.8023 2.1442 1.192 -0.397 -1.200 -0.594
O -0.8360 2.3132 0.5643 -0.464 0.904 -0.545 -0.855
S -0.9253 0.9422 0.8913 0.196 -1.107 2.427 1.998
Cl -1.6833 -0.7175 3.4927 -0.732 -0.364 -0.322 0.115
H -0.8750 -0.6963 -0.5522 1.359 -0.538 0.001 0.267
H 0.4744 0.3924 -1.0524 -0.269 -0.418 1.423 0.285
H 0.7555 -0.7612 0.5275 -1.315 1.011 -1.631 0.293


13
Properties=species:S:1:pos:R:3:forces:R:3:nbo_charge:R:1 method="wB97M-V/def2-TZVPD" de_lowest_ev=3.6034 total_charge=+1 homo_energy_ev=-14.403 gap_ev=10.661 smiles="[NH2+]=C1NOCON1"
C 0.8160 -0.0454 -0.0366 -0.764 2.060 1.585 0.612
C -1.9449 -0.0345 -0.3626 2.435 1.194 -0.837 0.202
N 0.1495 -1.1976 -0.0257 -0.723 6.138 -1.781 -0.227
N 0.0454 1.2609 -0.1130 1.654 -5.985 -2.860 -0.279
N 2.1476 0.0322 0.1347 -1.287 2.485 -0.101 -0.751
O -1.2126 -1.1707 0.0101 -0.649 -2.365 0.460 -0.332
O -1.2820 1.1065 0.1887 -1.881 0.144 0.714 -0.355
H -2.1426 0.0436 -1.4636 0.386 -0.056 0.920 0.201
H -2.7720 -0.1709 0.2742 -1.498 0.258 0.149 0.233
H 0.5386 -2.0268 0.2027 1.263 -3.390 0.704 0.424
H 0.3917 1.9454 0.4742 0.958 1.629 1.544 0.399
H 2.7631 -0.7183 0.3264 0.298 -0.934 0.012 0.438
H 2.5022 0.9757 0.3902 -0.193 -1.179 -0.507 0.435


Repeat the fifth record exactly.
15
Properties=species:S:1:pos:R:3:forces:R:3:nbo_charge:R:1 method="wB97M-V/def2-TZVPD" de_lowest_ev=3.4111 total_charge=0 homo_energy_ev=-9.685 gap_ev=9.314
C 0.0409 -0.1741 -0.1751 -0.972 -0.529 0.402 -0.821
C -2.0217 0.1331 2.0697 0.287 -0.078 -2.120 -0.300
N -0.0053 1.4250 3.3297 0.742 -0.029 -1.738 0.748
N -2.9770 -0.1325 1.1678 0.517 -0.816 1.577 0.408
O -1.0216 2.0168 3.3078 -1.379 1.831 1.206 -0.357
O 0.8150 1.2661 4.1461 1.027 -0.025 1.819 -0.318
O -3.9313 -0.8583 1.3043 -0.261 0.376 -0.640 -0.361
O -2.6346 0.5095 0.0512 0.073 0.181 -0.657 -0.508
O 0.3043 0.8023 2.1442 1.192 -0.397 -1.200 -0.594
O -0.8360 2.3132 0.5643 -0.464 0.904 -0.545 -0.855
S -0.9253 0.9422 0.8913 0.196 -1.107 2.427 1.998
Cl -1.6833 -0.7175 3.4927 -0.732 -0.364 -0.322 0.115
H -0.8750 -0.6963 -0.5522 1.359 -0.538 0.001 0.267
H 0.4744 0.3924 -1.0524 -0.269 -0.418 1.423 0.285
H 0.7555 -0.7612 0.5275 -1.315 1.011 -1.631 0.293